{
  "formula": "C19H63Cl2NO10P2S",
  "method": "ωB97M-V with the def2-TZVPD basis set",
  "species": ["C", "C", "P", "C", "P", "N", "C", "C", "C", "S", "C", "Cl", "C", "C", "Cl", "H", "H", "H", "H", "H", "H", "H", "H", "H", "H", "H", "H", "H", "H", "H", "H", "H", "H", "H", "H", "H", "H", "H", "C", "O", "H", "H", "H", "H", "C", "O", "H", "H", "H", "H", "C", "O", "H", "H", "H", "H", "C", "O", "H", "H", "H", "H", "C", "O", "H", "H", "H", "H", "C", "O", "H", "H", "H", "H", "C", "O", "H", "H", "H", "H", "C", "O", "H", "H", "H", "H", "C", "O", "H", "H", "H", "H", "C", "O", "H", "H", "H", "H"],
  "xyz": [[0.029, 0.544, 3.263], [1.169, -0.464, 3.401], [2.435, -0.628, 2.069], [2.959, 1.099, 1.660], [1.134, -1.381, 0.304], [0.195, -2.401, -0.814], [0.438, 0.254, -0.202], [-1.066, 0.317, -0.446], [-1.532, 1.734, -0.765], [-1.322, 2.962, 0.557], [2.776, -1.861, -0.490], [2.617, -2.014, -2.283], [3.500, -3.113, 0.060], [2.720, -3.998, 1.015], [5.098, -2.669, 0.766], [-0.683, 0.215, 2.499], [-0.531, 0.647, 4.197], [0.384, 1.538, 2.980], [0.742, -1.475, 3.464], [1.723, -0.322, 4.334], [3.010, 1.236, 0.575], [3.945, 1.302, 2.081], [2.263, 1.852, 2.039], [0.453, -2.109, 1.311], [-0.006, -2.029, -1.734], [-0.685, -2.626, -0.363], [0.951, 0.520, -1.139], [0.718, 1.001, 0.539], [-1.608, -0.074, 0.428], [-1.353, -0.312, -1.291], [-2.584, 1.716, -1.068], [-0.969, 2.151, -1.604], [-1.550, 2.180, 1.618], [3.417, -0.985, -0.381], [3.778, -3.714, -0.803], [2.615, -3.525, 1.994], [3.248, -4.945, 1.131], [1.731, -4.197, 0.594], [-4.432, -2.981, -1.420], [-3.031, -3.110, -1.162], [-4.876, -2.550, -0.530], [-4.620, -2.307, -2.259], [-4.893, -3.950, -1.623], [-2.601, -3.487, -1.935], [4.918, -5.389, -3.028], [4.411, -5.815, -1.771], [4.357, -4.494, -3.294], [5.979, -5.130, -2.975], [4.769, -6.137, -3.811], [4.886, -6.602, -1.493], [4.898, -0.562, 5.903], [4.295, -1.681, 5.276], [4.551, -0.555, 6.935], [5.990, -0.626, 5.906], [4.605, 0.382, 5.433], [4.567, -1.696, 4.351], [-4.998, 1.745, 1.106], [-4.650, 0.491, 0.533], [-6.034, 1.667, 1.429], [-4.375, 1.979, 1.973], [-4.913, 2.559, 0.381], [-3.735, 0.538, 0.238], [-3.398, 4.460, -2.813], [-2.267, 3.937, -3.500], [-3.162, 4.430, -1.749], [-3.617, 5.493, -3.088], [-4.291, 3.853, -2.993], [-2.451, 3.975, -4.445], [1.158, 1.369, -4.419], [0.838, 0.560, -3.301], [0.515, 2.245, -4.369], [2.199, 1.703, -4.401], [0.970, 0.857, -5.367], [1.392, -0.230, -3.307], [-3.018, -2.894, 2.252], [-1.965, -3.483, 1.508], [-2.696, -2.858, 3.292], [-3.245, -1.874, 1.922], [-3.939, -3.482, 2.197], [-2.266, -3.541, 0.587], [-1.631, 6.648, -5.937], [-2.249, 5.500, -6.513], [-2.023, 6.740, -4.926], [-0.546, 6.535, -5.876], [-1.869, 7.557, -6.494], [-1.905, 5.395, -7.404], [3.535, -4.904, 5.450], [4.047, -5.818, 6.416], [2.687, -5.397, 4.978], [3.203, -3.969, 5.903], [4.276, -4.670, 4.680], [4.798, -5.402, 6.846], [-4.579, 8.405, -1.583], [-5.082, 7.079, -1.665], [-4.321, 8.701, -2.598], [-5.325, 9.106, -1.200], [-3.681, 8.468, -0.964], [-5.319, 6.789, -0.780]],
  "atomic_forces_ev_per_a": [[-0.0381, -0.0211, -0.1135], [-0.2242, -0.0688, 0.0217], [0.4337, -0.1657, 0.1829], [-0.0772, 0.1672, 0.0039], [-0.3927, -0.3373, -0.1249], [-0.1042, 0.0461, 0.1656], [0.3137, 0.0558, -0.0365], [0.0341, -0.0471, 0.0314], [-0.1825, -0.0322, -0.0846], [0.1227, 0.2404, 0.0236], [-0.0159, 0.5808, 0.1236], [0.1993, -0.0835, -0.3048], [-0.1742, -0.2367, -0.3005], [0.0625, 0.0682, 0.0311], [0.0373, 0.0131, 0.0317], [0.0857, 0.0430, 0.0398], [0.0590, -0.0280, -0.0062], [-0.0147, -0.0484, 0.0426], [0.0789, 0.0688, 0.1276], [-0.0764, 0.0169, -0.0380], [0.1040, -0.0099, 0.0785], [-0.0513, 0.0172, -0.0541], [0.0314, -0.0202, -0.0342], [-0.0215, 0.0600, 0.1830], [0.1164, -0.0830, -0.0546], [0.0096, 0.0589, -0.0005], [-0.0913, -0.0128, 0.1931], [-0.0232, -0.0464, -0.0383], [0.0203, 0.0477, -0.0571], [0.0588, -0.0080, 0.0377], [0.1047, 0.0582, -0.0299], [-0.0771, -0.1290, -0.0081], [-0.1217, -0.1448, -0.0157], [-0.0096, -0.1049, 0.0769], [-0.0675, -0.0004, 0.0642], [-0.0274, -0.0357, -0.0565], [-0.0314, 0.0665, 0.0261], [0.0695, -0.0159, 0.0206], [0.0868, -0.0157, -0.0361], [-0.0372, 0.0169, -0.0126], [-0.0371, 0.0308, 0.0724], [0.0219, 0.0033, -0.0073], [0.0126, 0.0141, 0.0285], [0.0107, -0.0264, -0.0115], [-0.0511, 0.1000, 0.0400], [-0.0054, -0.0234, -0.0228], [0.0289, 0.0028, -0.0436], [0.0040, -0.0088, 0.0102], [-0.0122, -0.0291, 0.0231], [0.0200, -0.0015, 0.0149], [-0.0332, 0.0170, 0.0129], [0.1234, 0.0341, -0.0305], [0.0161, 0.0255, 0.0068], [0.0028, -0.0219, -0.0031], [-0.0210, -0.0087, -0.0099], [-0.1700, 0.0006, -0.0602], [0.0328, -0.0641, -0.0353], [0.0378, -0.0420, -0.0004], [-0.0072, 0.0104, 0.0024], [-0.0123, 0.0274, 0.0198], [0.0010, 0.0198, 0.0045], [-0.0243, -0.0083, 0.0066], [0.0748, -0.0968, -0.0133], [-0.0450, -0.0046, -0.0914], [-0.0299, 0.0263, 0.0076], [0.0215, -0.0075, 0.0042], [-0.0185, 0.0176, 0.0332], [0.0854, 0.0722, -0.0270], [-0.0280, 0.1137, -0.0727], [-0.0729, -0.0700, -0.0954], [-0.0054, 0.0113, -0.0064], [0.0065, -0.0254, 0.0266], [-0.0085, -0.0296, 0.0195], [0.0508, 0.0614, 0.0211], [0.0460, -0.0007, 0.0774], [-0.0743, 0.0521, -0.1815], [-0.0266, 0.0184, -0.0096], [0.0241, 0.0243, -0.0322], [0.0163, -0.0276, 0.0049], [-0.0548, -0.0255, 0.1164], [-0.0338, -0.0765, 0.0325], [0.0498, 0.0268, 0.0868], [0.0108, 0.0195, 0.0058], [0.0042, 0.0022, 0.0097], [-0.0158, 0.0033, 0.0080], [-0.0358, -0.0654, -0.0247], [-0.0347, -0.0715, 0.0006], [0.0240, 0.0312, -0.0199], [-0.0111, 0.0227, -0.0115], [-0.0054, -0.0040, -0.0159], [-0.0044, -0.0029, -0.0100], [0.0053, 0.0028, 0.0210], [0.0210, 0.0069, -0.0606], [-0.0317, 0.0465, 0.0578], [0.0083, 0.0257, 0.0088], [-0.0185, -0.0155, -0.0005], [0.0039, -0.0230, 0.0025], [-0.0052, -0.0205, 0.0116]],
  "smiles": "CCP(C)[PH](N)(CCCS)[C@H](Cl)[C@H](C)Cl.CO.CO.CO.CO.CO.CO.CO.CO.CO.CO",
  "multiplicity": 1,
  "energy_ha": -3569.92581,
  "orbital_gap_ha": 0.27707
}